[1]
The following is a DFT calculation (ωB97M-V with the def2-TZVPD basis set) of a molecular structure, C22H19MnN8O4S4.

Its total energy is -4332.68698 Eh. As for the multiplicity: 5. As for the expectation value of S²: 6.07. The value obtained for the strongest force on any atom is 0.0107 hartree/bohr. The lowest unoccupied orbital energy (spin up / spin down) is -1.572 / -1.432 eV. For the orbital gap (spin up / spin down), the calculation gives 5.962 / 6.259 eV.

Atoms and positions in Å:
Mn 0.3208 0.9768 0.3036
C -2.7061 -1.7960 1.5095
C -1.7602 -0.8817 0.8102
N -0.8011 -0.2680 1.4166
N -0.5769 -0.4912 2.7373
C 0.3473 0.3054 3.2202
N 0.6712 0.1517 4.5182
S 1.1937 1.5602 2.3451
C -1.8339 -0.6218 -0.6348
C -2.7812 -1.1752 -1.4777
C -2.7389 -0.8728 -2.8329
C -1.7600 -0.0238 -3.3146
C -0.8462 0.5034 -2.4167
N -0.8848 0.2045 -1.1223
H -2.7156 -1.5629 2.5700
H -2.3931 -2.8368 1.3917
H -3.7123 -1.6979 1.1057
H 0.0725 -0.4151 5.0943
H 1.2721 0.8246 4.9584
H -3.5403 -1.8355 -1.0850
H -3.4740 -1.2956 -3.5047
H -1.7019 0.2428 -4.3600
H -0.0569 1.1794 -2.7247
C 1.5546 -2.9856 1.1406
C 2.3592 -1.9232 0.4815
N 1.8966 -0.7832 0.0096
C 2.9797 -0.1045 -0.4966
C 4.1084 -0.8555 -0.3457
N 3.6912 -2.0021 0.2754
C 5.5497 -0.6987 -0.6759
O 5.9026 0.4063 -1.2902
O 6.3166 -1.5822 -0.3716
C 2.8002 1.2636 -1.0504
O 3.7434 1.8422 -1.5760
O 1.6076 1.7422 -0.9282
H 0.5180 -2.6636 1.1957
H 1.9092 -3.1691 2.1555
H 1.6089 -3.9213 0.5833
H 4.3265 -2.7479 0.5194
H 5.1180 1.0147 -1.4402
S -1.4121 3.7982 -5.2208
C -1.7968 3.5501 -3.6313
S -0.6316 3.7375 -2.3502
C -1.7787 3.1066 -1.1870
N -2.9222 2.8266 -1.7131
N -2.9526 3.1082 -3.0621
C -4.1955 2.8369 -3.7116
C -4.5963 3.5324 -4.8451
C -5.8182 3.2346 -5.4311
C -6.6457 2.2606 -4.8962
C -6.2511 1.5906 -3.7471
C -5.0342 1.8762 -3.1511
S -1.3917 2.8372 0.4754
H -3.9635 4.2953 -5.2660
H -6.1229 3.7808 -6.3139
H -7.5963 2.0360 -5.3614
H -6.8985 0.8457 -3.3017
H -4.7365 1.3883 -2.2371

Atoms 1-3, force components in eV/Å:
-0.2 0.5 -0.2
0.0 0.0 0.0
0.1 0.0 0.2

These are the natural (NBO) partial charges, in e, on atoms 1 to 6: number 1, Mn, carries 1.249; number 2, C, carries -0.677; number 3, C, carries 0.271; number 4, N, carries -0.289; number 5, N, carries -0.435; number 6, C, carries 0.310

***

[2]
The following is a DFT calculation (ωB97M-V with the def2-TZVPD basis set) of C22H19N5OS in the gas phase at a distorted geometry.

Its total energy is -1596.78088 Eh. The value obtained for the strongest force on any atom is 0.0752 hartree/bohr. The lowest unoccupied orbital energy is 0.024 eV. For the orbital gap, the calculation gives 7.771 eV.

Atoms and positions in Å:
C 5.0527 0.9920 -0.7547
C 5.9170 0.2358 -0.3312
N 4.1254 2.6662 -2.3688
N 0.7798 2.7765 -3.7775
N -2.6676 -2.8101 3.9040
O 6.3928 -1.2493 1.3668
S 3.9111 3.8552 -4.5698
C 3.2487 3.0216 -3.2108
C 1.8860 2.5149 -3.1131
C -3.2218 -1.6560 4.2544
C -1.9593 -2.6769 2.7654
C -0.2195 1.9893 -3.1664
C 3.8981 1.5893 -1.4958
C -2.0475 -1.3123 2.3950
C 2.6975 1.0116 -1.4425
C 0.3022 1.1987 -2.1635
C -2.0397 0.4855 0.6242
C -0.4478 -1.3699 0.4409
C -1.4910 1.0380 -0.5322
C 0.0491 -0.9023 -0.7555
C -1.5538 -0.7501 1.0876
C -0.4469 0.3574 -1.2386
N -2.8724 -0.6835 3.2855
N 1.6529 1.5238 -2.1764
C 7.0181 -0.5294 0.3187
C 4.6620 5.2918 -3.7797
C -5.1653 -0.4566 5.5904
C -3.8820 -0.0649 6.2165
C -4.0330 -1.4459 5.5369
H 5.7381 -0.6665 1.8301
H -1.4797 -3.5418 2.1935
H -1.2022 1.9633 -3.4608
H 2.4927 0.1717 -0.7911
H -2.9159 0.9917 1.0368
H -0.1043 -2.3734 0.7281
H -1.9669 1.9879 -0.8181
H 0.7652 -1.3656 -1.4239
H -2.9723 0.3180 3.3681
H 7.7410 0.0812 0.6889
H 7.5524 -1.2942 -0.3386
H 5.2957 4.9980 -2.9307
H 3.8594 5.9575 -3.5163
H 5.3563 5.7997 -4.5072
H -5.5065 0.0587 4.6463
H -5.8114 -0.4736 6.4870
H -3.2533 0.7235 5.7835
H -3.7699 -0.2817 7.3094
H -3.9636 -2.2945 6.2057

Atoms 1-3, force components in eV/Å:
-0.1 -0.8 -0.5
-0.2 1.5 -1.0
1.7 -1.9 2.0

These are the natural (NBO) partial charges, in e, on atoms 1 to 6: number 1, C, carries -0.036; number 2, C, carries -0.007; number 3, N, carries -0.415; number 4, N, carries -0.425; number 5, N, carries -0.467; number 6, O, carries -0.709

***

[3]
The following is a DFT calculation (ωB97M-V with the def2-TZVPD basis set) of a molecular structure, C22H20AuBBr2N7OS at a distorted geometry.

Its total energy is -7015.45101 Eh. The value obtained for the strongest force on any atom is 0.0237 hartree/bohr. The lowest unoccupied orbital energy is -4.704 eV. For the orbital gap, the calculation gives 6.339 eV. The total charge is +1.

Atoms and positions in Å:
Au -0.5286 1.0477 -0.1918
Br 4.4698 0.3736 0.4603
C 3.1168 0.6360 1.7491
C 3.4480 0.6896 3.1152
C 2.4796 0.8480 4.0646
Br 2.9660 0.8997 5.8857
C 1.1240 0.9672 3.6810
C 0.0161 1.0952 4.5511
C -1.2552 1.1886 4.0513
C -1.4583 1.1777 2.6637
N -0.4362 1.0679 1.8442
C 0.8457 0.9436 2.3048
C 1.8233 0.7641 1.3141
O 1.4686 0.7203 0.0312
H 4.4835 0.5986 3.4116
H 0.1863 1.1089 5.6195
H -2.1091 1.2733 4.7078
H -2.4437 1.2613 2.2215
B -4.2907 0.8694 -0.1582
N -3.4737 -0.4645 -0.1246
C -4.0784 -1.6592 -0.0913
C -3.1154 -2.6499 -0.0379
C -1.9124 -1.9513 -0.0401
N -2.1443 -0.6341 -0.0927
N -3.4511 2.2114 -0.1687
C -4.0764 3.3905 -0.1424
C -3.1471 4.4170 -0.1898
C -1.9242 3.7740 -0.2440
N -2.1229 2.4478 -0.2235
H -5.0014 0.9000 0.8235
H -4.9863 0.8659 -1.1468
H -5.1548 -1.7287 -0.1044
H -3.2657 -3.7152 0.0039
H -0.8983 -2.3209 0.0210
H -5.1533 3.4253 -0.0957
H -3.3332 5.4767 -0.1821
H -0.9274 4.1821 -0.2926
N 2.1458 0.8415 -2.7642
C 1.0223 0.1720 -2.6437
S -0.5063 1.0493 -2.5292
N 0.9800 -1.1479 -2.6253
C 2.0625 -2.0814 -2.7136
C 3.1660 -1.8613 -3.5275
C 4.1742 -2.8151 -3.5734
C 4.0766 -3.9791 -2.8269
C 2.9525 -4.2038 -2.0424
C 1.9438 -3.2573 -1.9855
H 2.1027 1.8403 -2.6478
H 3.0321 0.3867 -2.5874
H 0.0653 -1.5345 -2.4317
H 3.2241 -0.9912 -4.1685
H 5.0323 -2.6488 -4.2117
H 4.8656 -4.7180 -2.8683
H 2.8582 -5.1196 -1.4739
H 1.0627 -3.4297 -1.3776

Atoms 1-3, force components in eV/Å:
0.2 1.2 0.1
0.0 0.0 0.1
0.3 -0.1 -0.2

These are the natural (NBO) partial charges, in e, on atoms 1 to 6: number 1, Au, carries 1.389; number 2, Br, carries 0.093; number 3, C, carries -0.158; number 4, C, carries -0.205; number 5, C, carries -0.115; number 6, Br, carries 0.112

***

[4]
The following is a DFT calculation (ωB97M-V with the def2-TZVPD basis set) of a molecular structure, C22H20AuNPS.

Its total energy is -1780.42868 Eh. The value obtained for the strongest force on any atom is 0.0103 hartree/bohr. The lowest unoccupied orbital energy is 2.767 eV. For the orbital gap, the calculation gives 7.286 eV. The total charge is -1.

Atoms and positions in Å:
Au 0.9681 -3.1444 0.2649
C -0.1836 2.6411 -0.2634
C -1.5299 1.9742 -0.1264
C -2.6775 2.7534 -0.2855
C -3.9523 2.2210 -0.1494
C -4.1018 0.8767 0.1529
C -2.9668 0.0866 0.2998
C -1.6730 0.6068 0.1695
P -0.3316 -0.6864 0.3426
C 0.7624 -0.1729 -1.0474
C 2.0126 0.4001 -0.8215
C 2.8566 0.7403 -1.8679
C 2.4468 0.5154 -3.1741
C 1.2057 -0.0572 -3.4126
C 0.3517 -0.4240 -2.3708
C -0.9687 -1.0759 -2.7073
C 0.5456 -0.2155 1.8912
C -0.0059 0.7221 2.7752
C 0.4672 0.8709 4.0718
C 1.5053 0.0606 4.5119
C 2.0620 -0.8691 3.6488
C 1.6162 -1.0329 2.3316
C 2.2709 -2.0598 1.4453
H -0.2738 3.7135 -0.0813
H 0.2302 2.4986 -1.2650
H 0.5361 2.2298 0.4426
H -2.5607 3.8084 -0.5170
H -4.8217 2.8569 -0.2766
H -5.0895 0.4432 0.2684
H -3.0708 -0.9707 0.5168
H 2.3213 0.6016 0.1990
H 3.8278 1.1769 -1.6644
H 3.0961 0.7696 -4.0043
H 0.8904 -0.2457 -4.4336
H -0.9152 -1.5630 -3.6821
H -1.7780 -0.3384 -2.7325
H -1.2358 -1.8376 -1.9727
H -0.8391 1.3348 2.4566
H 0.0107 1.5959 4.7361
H 1.8832 0.1572 5.5239
H 2.8715 -1.5048 3.9961
H 2.9414 -2.6756 2.0470
H 2.9091 -1.5484 0.7112
S -0.9237 -6.0081 -3.0656
C -0.4851 -4.9797 -1.8727
N -0.2041 -4.2455 -1.0088

Atoms 1-3, force components in eV/Å:
0.2 -0.2 0.2
-0.1 0.0 0.0
0.0 0.1 0.0

These are the natural (NBO) partial charges, in e, on atoms 1 to 6: number 1, Au, carries 0.487; number 2, C, carries -0.641; number 3, C, carries 0.004; number 4, C, carries -0.219; number 5, C, carries -0.210; number 6, C, carries -0.234

***

> What is the strongest force on any atom in the third record?

0.0237 hartree/bohr

***

> Among the records above, which one has the lowest strongest force on any atom?

C22H20AuNPS

***

> What is the strongest force on any atom in the fourth record?

0.0103 hartree/bohr